[1]
Entry from the Open Molecules 2025 dataset: a structure of composition C27H49AsN5PdS (the ωB97M-V functional and the def2-TZVPD basis).

Geometry as ORCA input:
```
! wB97M-V def2-TZVPD RIJCOSX def2/J DEFGRID3
* xyz 1 1
Pd -0.1283 1.7179 -1.4696
N -3.9381 1.7548 1.2104
C -4.7659 1.1645 0.1353
C -4.3792 -0.3049 -0.0472
C -3.0176 -0.5066 -0.7084
N -1.9103 -0.1806 0.2530
C -2.9199 0.2872 -2.0048
C -3.2463 1.7718 -1.8639
N -2.1380 2.5175 -1.2105
C -4.5995 1.9541 -1.1666
H -4.1984 1.3439 2.1021
H -4.1429 2.7450 1.2996
H -2.2558 0.4636 0.9680
H -5.8271 1.1992 0.4047
H -5.1273 -0.7844 -0.6821
H -4.4153 -0.8248 0.9156
H -2.8809 -1.5614 -0.9423
H -1.0968 0.3138 -0.2028
H -1.5663 -1.0823 0.6683
H -3.6384 -0.1564 -2.7000
H -1.9244 0.1787 -2.4417
H -3.3206 2.1800 -2.8727
H -2.2848 2.5338 -0.2051
H -2.1717 3.4845 -1.5138
H -5.3803 1.6217 -1.8556
H -4.7900 3.0154 -0.9803
C 1.0058 -5.3660 5.0198
C 0.1582 -5.9513 3.8811
C 1.0162 -6.9380 3.0903
C -1.0435 -6.7043 4.4691
C -0.3563 -4.8115 3.0112
C -1.1455 -3.8018 3.5631
C -1.5772 -2.7677 2.7607
N -1.3020 -2.6729 1.4594
C -0.5666 -3.6392 0.9077
C -0.0736 -4.7052 1.6570
C -0.2802 -3.5242 -0.5525
C 0.0224 -4.6436 -1.3119
C 0.3171 -4.5173 -2.6691
C 0.2875 -3.2311 -3.1885
C -0.0455 -2.1673 -2.3611
N -0.3380 -2.2935 -1.0724
C 0.6474 -5.7529 -3.4973
C -0.5543 -6.7077 -3.4694
C 1.8717 -6.4512 -2.8885
C 0.9590 -5.3997 -4.9508
H 1.3785 -6.1719 5.6536
H 0.4272 -4.6885 5.6483
H 1.8632 -4.8171 4.6269
H 1.3579 -7.7312 3.7559
H 1.9015 -6.4589 2.6677
H 0.4533 -7.4080 2.2813
H -0.6928 -7.5234 5.0986
H -1.6670 -7.1254 3.6784
H -1.6673 -6.0548 5.0839
H -1.4147 -3.8067 4.6102
H -2.1750 -1.9655 3.1818
H 0.5562 -5.4380 1.1771
H 0.0129 -5.6230 -0.8542
H 0.5175 -3.0332 -4.2250
H -0.0591 -1.1556 -2.7552
H -0.7946 -7.0282 -2.4548
H -0.3318 -7.5999 -4.0568
H -1.4407 -6.2329 -3.8939
H 1.6862 -6.7736 -1.8631
H 2.7382 -5.7878 -2.8840
H 2.1225 -7.3364 -3.4751
H 0.1089 -4.9234 -5.4425
H 1.1910 -6.3112 -5.5024
H 1.8223 -4.7364 -5.0293
C 2.6118 3.5426 -3.1691
As 3.0443 2.4300 -1.6605
C 2.9039 3.5560 -0.1068
C 4.9184 2.0210 -1.8373
S 1.8985 0.6568 -1.5398
H 3.2868 4.3964 -3.2149
H 1.5807 3.8710 -3.0561
H 2.6990 2.9431 -4.0727
H 3.5734 4.4106 -0.2006
H 3.1656 2.9669 0.7695
H 1.8692 3.8815 -0.0264
H 5.4975 2.9420 -1.8873
H 5.0662 1.4389 -2.7444
H 5.2298 1.4316 -0.9776
*
```

Highest occupied orbital energy (Ha): -0.334
E_LUMO (Eh): -0.06633

Electronic structure analysis, Mulliken charges in units of e: Pd -0.45; N -0.64; C 0.38; C -1.73; C 0.24; N 0.72; C -1.10; C 0.32; N -0.62; C -1.47; H 0.24; H 0.23; H 0.74; H 0.37; H 0.49; H 0.40; H 0.42; H 0.00; H 0.34; H 0.55; H 0.05; H 0.59; H 0.21; H 0.28; H 0.46; H 0.43; C -1.59; C 1.98; C -2.10; C -1.59; C 0.53; C -0.76; C -1.06; N -0.54; C -0.90; C 0.23; C -0.65; C -0.01; C 0.52; C -1.04; C -0.90; N 0.00; C 1.93; C -1.60; C -1.54; C -2.14; H 0.44; H 0.34; H 0.38; H 0.42; H 0.43; H 0.42; H 0.46; H 0.37; H 0.34; H 0.42; H 0.38; H 0.79; H 0.72; H 0.51; H 0.63; H 0.31; H 0.45; H 0.37; H 0.33; H 0.38; H 0.45; H 0.40; H 0.43; H 0.41; C -0.98; As 0.70; C -0.99; C -1.02; S -0.55; H 0.40; H 0.28; H 0.34; H 0.40; H 0.34; H 0.27; H 0.38; H 0.34; H 0.34


[2]
Entry from the Open Molecules 2025 dataset: a structure of composition C27H49BCoN6Sb (the ωB97M-V functional and the def2-TZVPD basis).

Geometry as ORCA input:
```
! wB97M-V def2-TZVPD RIJCOSX def2/J DEFGRID3
* xyz 1 4
Co 0.1821 0.1061 0.4272
C -1.8703 -3.8772 -2.4178
C -1.8171 -3.0493 -1.1763
C -2.4952 -3.2227 0.0142
C -2.1449 -2.1366 0.8253
N -1.2624 -1.3695 0.1698
N -1.0836 -1.9299 -1.0670
B -0.4504 -1.0674 -2.1985
N -1.0568 0.3605 -2.1031
N -0.8792 1.1189 -0.9863
C -1.4819 2.2808 -1.1808
C -2.0701 2.2834 -2.4561
C -1.7766 1.0522 -3.0098
C -2.1504 0.5113 -4.3524
C -1.4699 3.3778 -0.1441
C -0.7758 4.6112 -0.7364
C -0.7158 2.9390 1.1155
C -2.9148 3.7285 0.2301
N 1.0896 -0.9626 -2.0094
N 1.5982 -0.0829 -1.0939
C 2.9052 0.0332 -1.3439
C 3.2491 -0.8248 -2.3974
C 2.0727 -1.4191 -2.8084
C 1.8413 -2.3822 -3.9270
C 3.8090 1.0726 -0.7162
C 3.0289 2.0555 0.1588
C 4.9164 0.3928 0.0925
C 4.4488 1.8789 -1.8598
C -2.8684 -1.7103 2.0872
C -2.9789 -2.8604 3.0933
C -2.2023 -0.5011 2.7324
C -4.2887 -1.2982 1.6552
H -2.4451 -4.7808 -2.2310
H -0.8705 -4.1653 -2.7460
H -2.3438 -3.3325 -3.2374
H -3.1946 -4.0142 0.2414
H -0.7026 -1.5498 -3.2617
H -2.6343 3.0790 -2.9208
H -2.7182 1.2607 -4.8986
H -2.7622 -0.3885 -4.2618
H -1.2647 0.2545 -4.9363
H 0.2652 4.3908 -0.9894
H -0.7901 5.4333 -0.0160
H -1.2819 4.9446 -1.6445
H 0.3134 2.6458 0.8741
H -1.2301 2.1123 1.6177
H -0.6482 3.7658 1.8248
H -3.4633 4.0992 -0.6383
H -2.9269 4.5075 0.9976
H -3.4435 2.8524 0.6153
H 4.2232 -0.9599 -2.8449
H 2.7908 -2.6423 -4.3892
H 1.1893 -1.9567 -4.6914
H 1.3729 -3.2984 -3.5647
H 2.6336 1.5778 1.0569
H 2.1990 2.4943 -0.4020
H 3.6856 2.8645 0.4839
H 4.5033 -0.1615 0.9359
H 5.6110 1.1425 0.4798
H 5.4808 -0.3063 -0.5282
H 3.6809 2.3487 -2.4789
H 5.0631 1.2445 -2.4999
H 5.0867 2.6640 -1.4449
H -2.0104 -3.1263 3.5210
H -3.3986 -3.7531 2.6247
H -3.6399 -2.5710 3.9140
H -1.1663 -0.7216 2.9945
H -2.7205 -0.2243 3.6533
H -2.2323 0.3559 2.0528
H -4.8422 -2.1534 1.2637
H -4.2506 -0.5298 0.8777
H -4.8377 -0.8972 2.5121
C 3.5184 -0.5603 3.3355
Sb 1.5039 -0.5258 2.6396
C 0.6858 0.4986 4.3337
C 1.1375 -2.5641 3.1490
H 3.4633 -0.9432 4.3543
H 3.9625 0.4342 3.3372
H 4.1188 -1.2308 2.7239
H 0.4486 -0.2294 5.1111
H -0.2148 1.0485 4.0644
H 1.4320 1.1992 4.7120
H 1.2163 -2.6688 4.2308
H 1.8999 -3.1766 2.6675
H 0.1597 -2.8946 2.8090
*
```

Highest occupied orbital energy (spin up / spin down) (Ha): -0.419 / -0.418
E_LUMO (spin up / spin down) (Eh): -0.06942 / -0.11233

Electronic structure analysis, Mulliken charges in units of e: Co 0.16; C -1.42; C 0.31; C -1.07; C -0.49; N 0.37; N 0.65; B -0.38; N -0.25; N 1.89; C -0.83; C -1.50; C 0.81; C -1.48; C 2.68; C -1.73; C -1.83; C -1.73; N 0.71; N 0.28; C -0.45; C -1.22; C 0.38; C -1.39; C 2.77; C -1.53; C -1.56; C -1.83; C 2.83; C -1.70; C -1.39; C -1.80; H 0.39; H 0.21; H 0.26; H 0.55; H -0.14; H 0.57; H 0.40; H 0.27; H 0.28; H 0.31; H 0.47; H 0.35; H 0.02; H 0.14; H 0.58; H 0.36; H 0.46; H 0.29; H 0.55; H 0.39; H 0.28; H 0.20; H -0.30; H 0.25; H 0.68; H 0.08; H 0.46; H 0.37; H 0.37; H 0.36; H 0.47; H 0.27; H 0.37; H 0.46; H -0.34; H 0.54; H -0.05; H 0.40; H 0.32; H 0.47; C -1.45; Sb 0.76; C -1.37; C -1.12; H 0.45; H 0.44; H 0.44; H 0.45; H 0.33; H 0.45; H 0.41; H 0.44; H 0.13


Asked for relative energy (zero: lowest compared OMol25 entry of this formula, charge and spin) across the records above, the calculation gives 0.0 0.0 kJ/mol in order.